The following is a DFT calculation (ωB97M-V with the def2-TZVPD basis set) of 13 unconnected molecules or ions with the total composition C45H50Cl10N8 in a non-equilibrium geometry.

The net charge is -1. The expectation value of S² is 0.76. As for the HOMO-LUMO gap (spin up / spin down): 0.086 / 0.257 Eh. Its spin multiplicity is 2.

Cartesian coordinates (Å):
Cl1 0.36 3.34 -6.10
Cl2 0.79 6.35 1.49
Cl3 0.10 3.92 -3.24
Cl4 -1.57 5.71 -0.11
Cl5 2.54 -3.11 4.53
Cl6 -2.80 -3.20 -2.27
Cl7 -4.31 -0.68 -6.28
Cl8 -1.77 -3.49 -5.06
Cl9 -1.94 0.38 -5.17
Cl10 1.57 -1.29 2.47
N1 1.24 3.37 3.51
N2 -5.25 4.93 -1.14
N3 -1.96 -1.08 4.02
N4 3.25 0.64 -4.78
N5 1.28 -5.21 -0.89
N6 -1.20 1.64 0.47
N7 5.01 1.07 -0.25
N8 -0.33 -7.03 3.98
C1 -0.94 -0.66 -0.13
C2 0.39 2.38 3.88
C3 2.66 1.34 -0.76
C4 -3.02 -0.34 4.41
C5 -3.57 6.11 -2.50
C6 3.36 -4.42 0.03
C7 -1.00 -0.33 -1.48
C8 -1.05 0.34 0.81
C9 -1.64 -5.50 2.64
C10 1.14 4.24 5.78
C11 3.94 0.81 -1.03
C12 1.95 -2.85 -1.14
C13 -1.25 1.03 -1.84
C14 4.80 1.67 0.95
C15 -0.05 2.23 5.20
C16 2.01 0.30 -4.40
C17 2.48 -2.14 -4.70
C18 3.81 -1.74 -4.77
C19 1.63 -1.05 -4.40
C20 0.78 -6.38 3.57
C21 -3.53 -1.92 6.15
C22 2.45 -5.44 -0.21
C23 -4.51 6.05 -1.43
C24 -4.96 3.82 -1.85
C25 -3.84 -0.73 5.50
C26 4.15 -0.41 -4.87
C27 3.58 2.27 1.23
C28 -1.68 -2.23 4.70
C29 1.27 3.98 -4.69
C30 0.35 3.22 6.14
C31 -2.82 0.17 -6.67
C32 -2.44 -2.66 5.76
C33 -4.02 3.80 -2.88
C34 3.16 -3.07 -0.40
C35 -1.40 1.95 -0.82
C36 2.49 2.12 0.36
C37 -3.34 4.92 -3.18
C38 -0.06 5.10 0.66
C39 -3.13 -2.91 -3.99
C40 2.99 -2.09 3.18
C41 0.77 -5.36 2.58
C42 1.06 -3.95 -1.36
C43 1.61 4.29 4.43
C44 -0.49 -4.93 2.11
C45 -1.55 -6.59 3.52
H1 -4.07 -3.38 -4.27
H2 2.21 3.45 -4.55
H3 -3.76 2.90 -3.41
H4 0.26 1.60 3.15
H5 3.98 0.32 -1.99
H6 2.59 -6.44 0.17
H7 3.64 -1.31 3.59
H8 3.82 -2.23 -0.26
H9 -4.14 -2.26 6.97
H10 -0.33 4.37 1.42
H11 -0.90 -1.07 -2.26
H12 5.66 1.78 1.60
H13 1.51 2.55 0.53
H14 -3.00 7.02 -2.64
H15 -0.96 -0.01 1.83
H16 1.78 1.19 -1.38
H17 -2.25 -0.46 -7.35
H18 -0.84 -2.76 4.27
H19 -0.63 -4.08 1.46
H20 0.08 3.01 7.16
H21 0.60 4.69 -0.11
H22 -2.28 -3.58 6.29
H23 1.52 4.94 6.52
H24 2.21 5.12 4.08
H25 -5.43 2.93 -1.45
H26 -3.21 -1.82 -3.99
H27 -1.32 1.47 -2.82
H28 4.29 -4.68 0.51
H29 1.32 1.11 -4.22
H30 1.66 -4.81 2.30
H31 -2.98 1.12 -7.19
H32 1.75 -6.61 4.00
H33 -0.82 -1.68 0.19
H34 0.16 -3.84 -1.96
H35 -4.67 6.99 -0.93
H36 1.78 -1.87 -1.57
H37 -2.44 -7.02 3.97
H38 -0.68 1.42 5.54
H39 3.63 -2.65 2.50
H40 3.48 2.81 2.15
H41 -1.59 2.98 -1.06
H42 4.56 -2.50 -4.93
H43 0.60 -1.37 -4.29
H44 -2.65 4.86 -4.00
H45 1.41 5.03 -4.97
H46 -2.63 -5.10 2.45
H47 2.23 -3.19 -4.68
H48 -3.24 0.49 3.75
H49 -4.61 -0.03 5.80
H50 5.15 -0.14 -5.17